[1]
ORCA calculation (ωB97M-V with the def2-TZVPD basis set) on a structure of composition C18H17F6N4O9RhS3.

Properties
2S+1 ... 1
HOMO level (spin up / spin down) ... -3.124 / -3.125 eV
ΔE to the lowest compared entry with this formula, charge and spin ... 0.0 kcal/mol
Charge ... -2
Frontier orbital gap (spin up / spin down) ... 7.077 / 7.078 eV
E_tot ... -3496.74826 Ha

Each line ends with the Löwdin charge.
Positions of all 58 atoms, in Å:
Rh (0.3051, -2.0702, -1.7590)  0.8752
C (6.1716, -6.8064, -1.5421)  -0.0686
C (4.7573, -6.4213, -1.8887)  -0.2938
C (4.0227, -7.1438, -2.8198)  -0.0570
C (2.7245, -6.7725, -3.1510)  -0.0583
C (2.1434, -5.6729, -2.5430)  -0.2640
C (2.8685, -4.9337, -1.6152)  -0.0529
C (4.1613, -5.3104, -1.2933)  -0.0466
S (0.4533, -5.2011, -2.9415)  0.5243
O (-0.3314, -5.5857, -1.7928)  -0.3440
O (0.1871, -5.8927, -4.1888)  -0.3436
N (0.4649, -3.6393, -3.1220)  -0.3309
C (1.1304, -3.2111, -4.3590)  -0.2051
C (1.2334, -1.6921, -4.4912)  -0.6661
O (1.6512, -1.2300, -5.5477)  -0.0094
O (0.8904, -0.9975, -3.4602)  -0.1990
H (6.4440, -7.7571, -2.0017)  0.0648
H (6.3015, -6.9027, -0.4623)  0.0726
H (6.8809, -6.0513, -1.8889)  0.0753
H (4.4732, -8.0063, -3.3004)  0.1000
H (2.1530, -7.3220, -3.8870)  0.1040
H (2.4171, -4.0541, -1.1702)  0.0804
H (4.7230, -4.7257, -0.5722)  0.1097
H (0.6121, -3.5901, -5.2405)  0.1083
H (2.1631, -3.5852, -4.4186)  0.1168
F (-1.1130, 4.7686, 8.1107)  0.1189
C (-1.8480, 3.7215, 7.7114)  -0.6793
F (-2.7797, 3.4943, 8.6412)  0.1251
F (-1.0492, 2.6543, 7.6511)  0.1262
S (-2.6023, 4.0948, 6.0701)  0.5774
O (-1.4743, 4.3098, 5.2055)  -0.2944
O (-3.4808, 5.1915, 6.3453)  -0.2848
N (-3.4063, 2.7619, 5.8433)  -0.2967
S (-3.2960, 1.7869, 4.6209)  0.5781
O (-2.8409, 2.3965, 3.3969)  -0.3092
O (-4.4458, 0.9387, 4.5835)  -0.2767
C (-1.9178, 0.6420, 5.0623)  -0.6787
F (-0.7551, 1.2942, 5.1116)  0.1289
F (-1.8202, -0.3166, 4.1355)  0.1286
F (-2.1291, 0.0618, 6.2462)  0.1293
N (-0.2248, 3.6133, 2.5565)  0.2024
C (0.6843, 3.2990, 1.6211)  -0.4925
O (1.6927, 3.9637, 1.4213)  0.0257
C (0.4284, 2.0539, 0.8004)  -0.1157
C (1.2979, 1.7856, -0.2483)  0.0068
C (1.1565, 0.6203, -0.9747)  -0.0965
N (0.2142, -0.2936, -0.6947)  -0.0823
C (-0.6494, -0.0172, 0.2863)  -0.1159
C (-0.5855, 1.1389, 1.0487)  0.0125
H (-0.0262, 4.3775, 3.1797)  0.1004
H (-1.0523, 3.0746, 2.7622)  0.0435
H (2.0916, 2.4840, -0.4707)  0.1151
H (1.7972, 0.3791, -1.8113)  0.0992
H (-1.4086, -0.7640, 0.4717)  0.1055
H (-1.3222, 1.2833, 1.8273)  0.0871
C (0.0747, -3.0061, -0.2210)  -0.2070
H (-0.0063, -2.5368, 0.7723)  -0.0329
H (0.0838, -4.0959, -0.1455)  -0.0402

Atoms 1-3, force components in eV/Å:
Rh -0.1 0.1 -0.1
C 0.0 0.0 0.0
C 0.0 0.0 0.0



[2]
ORCA calculation (ωB97M-V with the def2-TZVPD basis set) on a cluster of 3 separate species, C18H17F8NO8 in total in a non-equilibrium geometry.

Properties
2S+1 ... 1
HOMO level ... -9.868 eV
Charge ... 0
SMILES string ... O=C(NC(F)(F)c1cccc(C(F)(F)F)c1)OCCCF.O=C1OC[C@@H](F)O1.O=C1OC[C@@H](F)O1
Frontier orbital gap ... 10.035 eV
E_tot ... -2151.71918 Ha

Each line ends with the Löwdin charge.
Positions of all 52 atoms, in Å:
O (1.8896, -1.6281, 0.7890)  0.1371
C (1.0097, -1.6413, -0.0310)  -0.5001
N (0.0260, -2.7142, 0.1016)  0.1720
C (-0.9668, -2.3736, 1.1314)  -0.4611
F (-0.4570, -2.3823, 2.3933)  0.1260
F (-1.9690, -3.3458, 1.0209)  0.0394
C (-1.5730, -0.9683, 0.7468)  -0.1053
C (-2.4356, -0.9118, -0.4267)  -0.0116
C (-2.9569, 0.3833, -0.8089)  -0.0409
C (-2.5973, 1.5639, -0.0282)  -0.0011
C (-1.7593, 1.4664, 1.1499)  -0.0681
C (-1.4278, 2.7421, 1.9672)  -0.5090
F (-0.1368, 3.1264, 1.6939)  0.1080
F (-1.5786, 2.5021, 3.2982)  0.1335
F (-2.2206, 3.7841, 1.5387)  0.0964
C (-1.2094, 0.1653, 1.5723)  0.0766
O (0.9122, -0.7438, -1.0556)  0.0068
C (2.1748, -0.1122, -1.3550)  -0.1502
C (2.3620, 1.2962, -0.6720)  -0.1179
C (3.0623, 1.2433, 0.7399)  -0.1591
F (2.0286, 1.1066, 1.7246)  -0.1041
H (-0.4108, -2.8193, -0.8179)  0.1349
H (-2.6749, -1.8342, -1.0094)  0.1224
H (-3.6118, 0.4849, -1.7052)  0.1079
H (-2.9887, 2.5513, -0.3687)  0.1177
H (-0.5583, 0.0672, 2.4649)  0.1365
H (3.0629, -0.7857, -1.2024)  0.1425
H (2.1623, 0.0927, -2.4643)  0.1305
H (3.0359, 1.8652, -1.3621)  0.0773
H (1.4179, 1.8896, -0.5936)  0.1228
H (3.6904, 0.3132, 0.7857)  0.1163
H (3.6834, 2.1308, 0.9985)  0.1132
O (-8.0735, -3.8041, 1.7411)  0.1775
C (-6.9330, -3.8160, 2.0703)  -0.5429
O (-5.9370, -3.1680, 1.4065)  0.0723
C (-4.7519, -3.3164, 2.1877)  -0.0631
C (-5.0502, -4.5517, 2.9850)  -0.3174
F (-4.4592, -4.5040, 4.2037)  0.0769
O (-6.4533, -4.4877, 3.1582)  0.1359
H (-4.6190, -2.4330, 2.8173)  0.1519
H (-3.8743, -3.4295, 1.5527)  0.1105
H (-4.7851, -5.4863, 2.4844)  0.1762
O (5.2622, 2.0116, -1.1275)  0.1732
C (5.3912, 2.5841, -2.1612)  -0.5225
O (4.4216, 2.6753, -3.1136)  0.0580
C (4.9167, 3.5474, -4.1274)  -0.0557
C (6.4018, 3.4410, -3.9390)  -0.3186
F (7.0201, 4.6022, -4.2582)  0.0812
O (6.5305, 3.2254, -2.5462)  0.1479
H (4.5433, 4.5586, -3.9512)  0.1493
H (4.5962, 3.2221, -5.1162)  0.1433
H (6.8675, 2.6150, -4.4822)  0.1766

Atoms 1-3, force components in eV/Å:
O -0.1 0.4 -0.6
C 0.9 -0.6 1.3
N 0.4 1.3 -0.6